{
  "formula": "C15H21NO2",
  "method": "the ωB97M-V functional and the def2-TZVPD basis",
  "homo_ev": -8.68,
  "charge": 0,
  "e_lumo_ev": -0.08,
  "gap_ev": 8.60,
  "relative_energy_kcal_mol": 341.2,
  "symbols": ["O", "C", "N", "H", "C", "C", "C", "C", "H", "C", "H", "H", "C", "C", "H", "H", "H", "H", "H", "H", "H", "H", "H", "H", "C", "C", "C", "C", "C", "C", "C", "H", "H", "O", "H", "H", "H", "H", "H"],
  "coordinates": [[2.510, 1.908, 1.599], [1.608, 1.086, 1.640], [1.367, 0.191, 0.544], [0.755, -0.417, 0.663], [2.155, 0.599, -0.684], [1.349, 1.283, -1.578], [-0.017, 0.725, -1.725], [-0.324, -0.468, -2.577], [0.387, -0.579, -3.433], [-0.092, -1.679, -1.465], [-0.612, -2.718, -2.065], [-0.546, -1.418, -0.744], [1.434, -1.893, -1.161], [2.386, -1.041, -1.466], [2.596, -0.661, -2.536], [3.474, -1.449, -0.971], [1.527, -2.469, -0.093], [1.751, -2.921, -1.896], [-1.479, -0.648, -2.944], [-0.689, 0.690, -0.897], [-0.650, 1.628, -2.555], [1.835, 1.213, -2.670], [1.189, 2.171, -1.235], [3.138, 0.732, -0.598], [0.726, 0.904, 2.534], [-0.654, 0.543, 2.343], [-1.273, 1.699, 2.036], [-2.728, 1.360, 1.274], [-3.036, 0.035, 1.355], [-2.375, -0.998, 1.828], [-1.172, -0.749, 2.145], [-0.505, -1.466, 2.533], [-2.834, -1.984, 1.684], [-4.313, -0.051, 0.901], [-4.750, 0.725, 0.605], [-3.330, 2.122, 0.941], [-1.000, 2.759, 1.871], [1.280, -0.352, 3.383], [0.911, 1.589, 3.412]],
  "forces_ev_per_a": [[-0.2, 0.1, 0.3], [6.5, -0.8, -10.2], [10.3, 10.5, -0.5], [-6.6, -6.9, 0.4], [-2.5, -9.4, 1.2], [-0.1, -3.0, -6.0], [-4.4, 3.5, -5.3], [-0.7, -3.6, 1.2], [-0.8, 0.0, 0.5], [5.5, -4.9, -13.9], [1.6, 2.9, 2.4], [-6.5, 3.0, 9.7], [-5.7, -11.2, 0.7], [9.0, 8.1, 0.2], [-0.5, -1.3, 1.5], [-2.8, 1.2, -1.6], [-0.1, 1.8, -2.2], [-1.0, 2.4, 2.0], [3.0, 1.0, 0.9], [0.0, 0.4, 1.0], [1.8, -1.9, 2.7], [-0.9, 0.9, 2.3], [-0.5, 6.1, 1.4], [3.4, 1.7, 1.3], [-3.4, -4.3, 14.6], [0.4, 1.9, -1.0], [-7.4, -0.2, -4.6], [8.4, -0.3, 4.8], [-5.2, 6.9, -2.6], [-3.4, -4.4, -1.5], [5.7, 1.2, 3.2], [0.7, -1.3, 0.1], [0.3, 0.3, 0.5], [-1.6, -4.5, -0.2], [0.2, 1.2, -0.1], [-1.3, 1.5, -0.8], [0.6, -1.0, 0.9], [-0.9, 2.9, -2.2], [-0.6, -0.4, -1.0]],
  "mulliken_charge": [-0.67, 0.33, 0.08, 0.49, -0.74, -0.93, -0.28, -0.58, 0.33, -0.29, 0.33, -0.29, -0.24, -0.75, 0.34, 0.28, 0.19, 0.28, 0.33, 0.05, 0.29, 0.26, 0.62, 0.68, -1.18, 0.66, -0.58, -1.05, 1.13, -0.67, -0.40, 0.43, 0.38, -0.56, 0.30, 0.45, 0.41, 0.24, 0.34]
}

{
  "formula": "C15H21O3Si",
  "method": "the ωB97M-V functional and the def2-TZVPD basis",
  "homo_ev": -11.98,
  "charge": 1,
  "e_lumo_ev": -4.69,
  "gap_ev": 7.29,
  "symbols": ["C", "O", "C", "C", "C", "C", "C", "C", "C", "H", "H", "H", "H", "H", "H", "H", "H", "H", "C", "Si", "C", "C", "O", "C", "C", "C", "C", "O", "H", "H", "H", "H", "H", "H", "H", "H", "H", "H", "H", "H"],
  "coordinates": [[1.662, 0.902, -3.182], [0.276, 1.254, -3.018], [-0.605, 0.340, -2.575], [-1.973, 0.686, -2.943], [-2.894, -0.364, -3.150], [-4.258, -0.084, -3.269], [-4.694, 1.252, -3.308], [-3.752, 2.299, -3.281], [-2.390, 2.022, -3.164], [2.195, 1.850, -3.268], [2.023, 0.333, -2.313], [1.803, 0.324, -4.109], [-0.296, -0.706, -2.792], [-2.530, -1.390, -3.173], [-4.993, -0.895, -3.271], [-5.766, 1.481, -3.296], [-4.095, 3.338, -3.299], [-1.636, 2.807, -3.221], [4.114, -1.638, 3.626], [2.428, -0.845, 3.405], [1.126, -1.629, 4.501], [2.464, 1.026, 3.527], [2.016, -1.137, 1.738], [0.904, -0.918, 1.081], [-0.359, -1.556, 1.054], [-1.182, -0.707, 0.299], [-0.382, 0.247, -0.331], [0.863, 0.174, 0.326], [4.482, -1.425, 4.643], [4.083, -2.732, 3.509], [4.858, -1.244, 2.916], [1.381, -1.361, 5.531], [0.113, -1.270, 4.309], [1.127, -2.718, 4.425], [2.723, 1.305, 4.558], [3.215, 1.444, 2.852], [1.495, 1.473, 3.287], [-0.615, -2.396, 1.711], [-2.265, -0.832, 0.214], [-0.668, 1.290, -0.547]],
  "forces_ev_per_a": [[0.2, -0.2, 0.1], [-0.7, -0.6, 1.1], [1.7, -0.2, -2.7], [-0.8, 0.0, 0.0], [-0.2, 0.4, 0.7], [0.0, 0.3, -0.1], [0.4, -0.1, 0.5], [0.0, -0.2, -0.1], [-0.1, -0.4, 0.5], [-0.1, -0.2, 0.1], [-0.1, 0.2, -0.2], [-0.2, 0.2, 0.4], [-0.2, 0.5, 0.8], [-0.2, 0.1, 0.3], [0.4, 0.3, -0.2], [0.5, -0.1, -0.2], [0.2, -0.4, -0.2], [-0.3, -0.1, 0.3], [-0.1, 0.1, -0.1], [0.2, 0.1, 0.0], [0.3, 0.2, -0.2], [0.0, -0.4, 0.2], [-1.0, -0.2, -0.7], [-0.2, 0.3, 0.6], [0.2, 0.5, 0.8], [-0.3, -1.5, 0.0], [-0.4, 1.6, 0.2], [0.7, -0.1, -1.2], [-0.1, 0.0, -0.3], [-0.1, 0.3, 0.0], [-0.3, -0.1, 0.2], [-0.1, -0.1, 0.0], [0.0, 0.1, 0.0], [0.0, 0.0, 0.0], [-0.1, 0.1, -0.2], [0.0, 0.0, 0.1], [0.1, -0.1, 0.0], [0.0, 0.4, -0.6], [0.5, 0.1, -0.3], [0.1, -0.6, 0.6]],
  "mulliken_charge": [-0.61, -0.25, -0.49, 0.83, -0.43, -0.56, -0.39, -0.50, -0.35, 0.26, 0.26, 0.30, 0.45, 0.37, 0.39, 0.39, 0.37, 0.44, -0.95, 0.30, -1.03, -0.98, -0.46, 0.74, -0.65, -0.22, -0.31, -0.32, 0.32, 0.31, 0.30, 0.36, 0.36, 0.33, 0.36, 0.30, 0.33, 0.48, 0.50, 0.44]
}

{
  "formula": "C15H22AlBr5Cl5F9N6O3S",
  "method": "the ωB97M-V functional and the def2-TZVPD basis",
  "homo_ev": -6.10,
  "charge": 0,
  "e_lumo_ev": -5.22,
  "gap_ev": 0.89,
  "symbols": ["N", "C", "C", "N", "C", "C", "Br", "N", "N", "C", "S", "C", "Br", "H", "H", "H", "H", "H", "H", "H", "C", "Cl", "Cl", "Cl", "H", "C", "O", "N", "N", "H", "H", "H", "H", "Cl", "F", "C", "C", "C", "F", "F", "F", "F", "O", "C", "C", "F", "F", "F", "F", "H", "H", "H", "H", "Al", "O", "H", "H", "Cl", "Br", "C", "C", "Br", "H", "H", "H", "H", "Br"],
  "coordinates": [[0.327, -1.632, 2.752], [0.345, -0.171, 2.737], [-0.878, 0.452, 3.420], [-2.089, 0.089, 2.690], [-2.965, -0.905, 3.017], [-3.937, -0.939, 2.073], [-5.355, -2.052, 1.946], [-3.603, 0.056, 1.213], [-4.299, 0.419, 0.029], [-3.741, -0.083, -0.946], [-2.910, -0.584, -2.129], [-2.490, 0.688, 1.571], [-1.681, 2.095, 0.704], [-0.462, -2.009, 3.248], [0.397, -2.009, 1.823], [1.261, 0.219, 3.172], [0.270, 0.139, 1.694], [-0.937, 0.202, 4.472], [-0.759, 1.527, 3.325], [-2.818, -1.491, 3.901], [0.951, 0.866, -2.505], [2.680, 1.133, -2.254], [0.493, 1.219, -4.166], [0.511, -0.790, -2.080], [0.408, 1.538, -1.855], [2.490, -0.245, -8.212], [2.542, -0.639, -9.377], [3.558, 0.375, -7.598], [1.442, -0.285, -7.420], [3.498, 0.717, -6.656], [4.407, 0.503, -8.126], [0.582, -0.640, -7.800], [1.442, 0.075, -6.486], [0.751, 2.298, -7.795], [-6.347, 0.285, 2.259], [0.679, -1.481, 9.641], [1.587, -2.725, 9.626], [2.742, -2.751, 8.621], [2.309, -2.684, 7.347], [3.419, -3.914, 8.755], [0.823, -3.829, 9.494], [2.160, -2.792, 10.860], [-0.559, -1.542, 8.943], [-0.638, -1.278, 7.603], [-1.065, -2.509, 6.798], [-0.229, -3.537, 6.980], [-1.055, -2.195, 5.470], [0.507, -0.740, 7.139], [-1.598, -0.339, 7.440], [0.378, -1.367, 10.681], [1.231, -0.573, 9.399], [3.435, -1.926, 8.807], [-2.070, -2.826, 7.083], [3.708, 2.938, -7.293], [-7.916, -2.470, -0.257], [-7.059, -2.338, 0.177], [-7.741, -2.357, -1.199], [-9.380, -4.144, 0.534], [3.592, 3.607, -10.863], [3.154, 5.363, -11.575], [4.375, 6.234, -11.683], [4.912, 6.925, -9.943], [2.390, 5.783, -10.929], [2.729, 5.171, -12.557], [4.164, 7.113, -12.288], [5.233, 5.711, -12.092], [1.811, 0.621, -11.295]],
  "forces_ev_per_a": [[0.4, 0.4, 0.3], [-0.7, -0.7, -0.3], [1.0, 0.3, -0.6], [0.5, 0.7, 0.6], [0.2, -0.2, 0.3], [-0.2, 0.1, 0.6], [-0.1, -0.8, -0.1], [-1.0, 1.0, -1.9], [0.1, -0.6, 0.7], [0.1, 0.4, 0.2], [0.0, -0.3, -0.8], [-0.1, -0.5, 0.6], [-0.2, 0.0, 0.0], [0.0, -0.3, -0.1], [-0.2, -0.2, 0.0], [0.0, 0.2, 0.1], [0.4, 0.3, -0.1], [-0.4, -0.2, 0.1], [-0.2, 0.2, 0.3], [-0.1, -0.1, 0.1], [0.1, -0.1, -0.1], [-0.1, 0.0, 0.0], [0.0, 0.2, -0.1], [0.1, -0.1, 0.1], [0.0, 0.0, 0.0], [-0.1, 0.6, 0.1], [0.3, -0.5, 0.1], [1.0, 0.8, -0.5], [-0.8, -1.9, 0.1], [0.1, -0.7, 0.3], [0.1, -0.4, 0.1], [-0.1, 0.1, 0.0], [-0.1, 0.2, -0.1], [1.3, 1.3, 0.4], [0.5, 0.3, -0.1], [-0.1, 0.6, 0.4], [-0.7, -0.2, -0.1], [0.5, -0.1, 0.0], [-0.2, 0.1, 0.0], [-0.1, 0.0, 0.1], [0.1, -0.1, -0.1], [0.2, 0.2, 0.0], [0.3, -0.6, -0.3], [0.3, 0.5, 0.7], [-0.3, -0.4, -0.1], [0.2, 0.1, 0.0], [-0.1, 0.1, 0.0], [0.0, -0.1, -0.3], [-0.1, -0.1, -0.2], [0.0, -0.1, 0.0], [0.1, -0.1, -0.2], [-0.1, 0.0, 0.0], [0.0, 0.2, 0.0], [-1.7, 0.3, -0.8], [0.5, 0.6, -0.3], [-0.2, 0.0, 0.1], [-0.2, -0.2, 0.0], [-0.2, -0.4, 0.1], [0.0, 0.0, 0.1], [0.1, -0.1, 0.0], [-0.1, 0.3, 0.1], [0.1, -0.1, 0.0], [0.0, 0.0, 0.0], [0.0, 0.0, 0.0], [0.0, 0.0, 0.0], [0.0, -0.1, 0.0], [-0.2, 0.0, -0.1]],
  "mulliken_charge": [-0.50, -0.09, -0.96, 0.30, 0.02, -0.54, -0.03, 0.71, -1.09, 0.58, -0.29, 0.74, -0.02, 0.21, 0.25, 0.38, 0.11, 0.12, 0.43, 0.61, 0.28, -0.14, -0.07, -0.13, 0.06, 0.54, -0.64, -0.41, -0.16, 0.24, 0.24, 0.18, 0.16, -0.58, -0.83, -0.70, 0.88, 0.08, -0.20, -0.27, -0.27, -0.32, -0.40, 0.80, 0.16, -0.20, -0.22, -0.29, -0.33, 0.39, 0.32, 0.28, 0.27, 0.58, -0.49, 0.23, 0.30, -0.22, -0.08, -0.63, -0.51, -0.14, 0.38, 0.33, 0.34, 0.34, -0.11]
}

{
  "formula": "C15H22F2KNO16S2",
  "method": "the ωB97M-V functional and the def2-TZVPD basis",
  "homo_ev": -10.35,
  "charge": 0,
  "e_lumo_ev": -1.97,
  "gap_ev": 8.37,
  "symbols": ["K", "N", "S", "O", "O", "F", "S", "O", "O", "F", "C", "C", "O", "C", "O", "O", "H", "H", "H", "H", "C", "C", "C", "O", "C", "O", "O", "H", "H", "H", "H", "H", "H", "C", "C", "C", "O", "C", "O", "O", "H", "H", "H", "H", "H", "H", "C", "C", "C", "O", "C", "O", "O", "H", "H", "H", "H", "H", "H"],
  "coordinates": [[-12.082, 18.703, -4.601], [-9.660, 18.068, -5.500], [-8.620, 16.889, -5.182], [-7.371, 17.312, -4.643], [-8.551, 15.755, -6.039], [-9.438, 16.270, -3.920], [-9.016, 18.473, -7.006], [-8.878, 17.533, -8.050], [-8.083, 19.513, -6.740], [-10.307, 19.299, -7.540], [-10.854, 18.885, -0.852], [-10.147, 17.517, -0.974], [-8.877, 17.844, -1.484], [-8.874, 19.109, -1.959], [-7.976, 19.634, -2.509], [-10.110, 19.689, -1.771], [-10.748, 19.298, 0.150], [-11.896, 18.767, -1.141], [-10.682, 16.906, -1.706], [-10.173, 17.022, -0.007], [-4.597, 19.645, -4.105], [-4.297, 19.329, -2.656], [-5.162, 18.171, -2.140], [-4.261, 17.053, -2.017], [-3.010, 17.452, -2.334], [-2.053, 16.757, -2.227], [-2.975, 18.748, -2.677], [-5.595, 20.033, -4.312], [-4.403, 18.792, -4.757], [-3.908, 20.419, -4.461], [-4.350, 20.263, -2.105], [-5.958, 17.963, -2.843], [-5.438, 18.339, -1.099], [-5.739, 21.003, -8.609], [-5.285, 21.470, -9.970], [-6.203, 21.029, -11.123], [-6.346, 22.242, -11.898], [-5.866, 23.293, -11.205], [-5.765, 24.385, -11.646], [-5.437, 22.907, -9.985], [-5.149, 21.548, -7.873], [-5.701, 19.921, -8.493], [-6.781, 21.273, -8.434], [-4.244, 21.266, -10.219], [-7.225, 20.748, -10.898], [-5.687, 20.259, -11.692], [-12.132, 20.449, -11.154], [-10.750, 20.536, -11.742], [-9.719, 19.673, -11.007], [-8.872, 19.264, -12.100], [-9.504, 19.424, -13.271], [-9.086, 19.116, -14.333], [-10.702, 20.049, -13.078], [-12.370, 21.146, -10.351], [-12.507, 19.480, -10.819], [-12.819, 20.692, -11.975], [-10.399, 21.571, -11.761], [-10.122, 18.727, -10.644], [-9.231, 20.251, -10.229]],
  "forces_ev_per_a": [[0.3, 0.0, -0.1], [1.1, -1.2, -2.7], [0.7, -2.9, 2.8], [-0.3, 0.7, 0.1], [-0.6, 0.4, -0.5], [-0.1, 0.7, -0.1], [-1.8, 3.4, 0.3], [0.4, -0.6, 0.2], [0.6, -0.3, -0.7], [-0.3, -0.1, 0.5], [0.7, -0.7, 0.0], [-1.4, 0.5, -0.1], [0.4, 0.1, 0.5], [-0.5, -0.3, -0.1], [0.3, 0.3, 0.0], [-0.2, -0.1, -0.1], [-0.2, 0.1, 0.0], [-0.1, 0.5, 0.0], [0.3, -0.2, 0.0], [0.7, -0.2, -0.1], [0.3, 0.7, -0.8], [-0.2, -0.7, -1.7], [0.7, 0.2, 1.0], [0.1, 0.3, -0.8], [-0.1, -0.2, 0.8], [0.3, -0.2, -0.3], [0.1, 0.6, 0.5], [-0.2, -0.2, 0.3], [-0.2, -0.2, 0.2], [0.0, 0.0, 0.2], [0.3, -0.3, 0.6], [-0.2, -0.2, 0.3], [-0.8, 0.2, -0.3], [0.1, 0.1, 0.0], [-1.4, 0.3, 0.1], [0.5, 0.8, -0.2], [0.2, -0.4, -0.2], [0.6, -0.6, -0.1], [-0.3, 0.7, 0.0], [0.1, -0.1, -0.1], [0.1, -0.4, 0.3], [0.4, 0.0, 0.1], [0.0, 0.1, -0.2], [0.0, -0.2, 0.2], [0.2, -0.4, 0.5], [-0.4, 0.0, -0.4], [-1.6, 0.2, -0.8], [0.2, -0.3, 1.1], [-0.6, -0.4, -1.2], [0.8, 0.2, 0.6], [-0.5, 0.6, -0.1], [0.1, -0.3, -0.2], [0.0, -0.3, 0.1], [0.5, 0.2, 0.0], [0.7, -0.3, -0.1], [0.0, 0.2, 0.2], [-0.1, 0.1, 0.0], [-0.3, 0.3, 0.5], [0.5, -0.3, -0.1]],
  "mulliken_charge": [0.96, -0.18, 0.94, -0.47, -0.56, -0.35, 0.99, -0.53, -0.54, -0.33, -0.44, -0.19, -0.21, 0.63, -0.36, -0.42, 0.28, 0.26, 0.16, 0.32, -1.47, 0.58, 0.30, -0.38, 0.59, -0.55, -0.39, 0.37, 0.32, 0.42, 0.28, -0.20, 0.18, -1.38, 0.50, 0.33, -0.36, 0.64, -0.54, -0.39, 0.38, 0.38, 0.27, 0.33, -0.49, 0.35, -1.44, 0.60, -0.20, -0.38, 0.59, -0.53, -0.40, 0.34, 0.33, 0.39, 0.24, 0.35, 0.10]
}

{
  "formula": "C15H22N2O",
  "method": "the ωB97M-V functional and the def2-TZVPD basis",
  "smiles": "N#CC(C(=O)NC1CCCCC1)=C1CCCCC1",
  "homo_ev": -9.40,
  "charge": 0,
  "e_lumo_ev": 0.03,
  "gap_ev": 9.43,
  "relative_energy_kcal_mol": 27.0,
  "symbols": ["N", "O", "C", "C", "C", "C", "N", "C", "C", "C", "C", "C", "C", "C", "C", "C", "C", "C", "H", "H", "H", "H", "H", "H", "H", "H", "H", "H", "H", "H", "H", "H", "H", "H", "H", "H", "H", "H", "H", "H"],
  "coordinates": [[-2.679, 0.332, 2.667], [1.132, 0.556, 0.104], [-1.678, -0.025, 2.164], [-0.028, 0.268, 0.361], [-0.456, -0.498, 1.585], [0.150, -1.646, 2.128], [-0.941, 0.822, -0.547], [-0.225, -2.184, 3.507], [1.388, -2.256, 1.561], [0.846, -1.831, 4.540], [2.517, -1.985, 2.561], [2.158, -2.430, 4.006], [-1.030, 2.224, -4.653], [-1.432, 3.189, -3.500], [0.059, 1.224, -4.276], [-1.779, 2.441, -2.216], [-0.312, 0.517, -2.942], [-0.614, 1.496, -1.805], [-1.912, 0.699, -0.305], [-0.323, -3.250, 3.445], [-1.179, -1.720, 3.849], [1.262, -3.341, 1.372], [1.626, -1.865, 0.578], [0.953, -0.774, 4.684], [0.559, -2.202, 5.565], [2.677, -0.923, 2.568], [3.437, -2.488, 2.228], [2.047, -3.517, 4.063], [2.971, -2.173, 4.711], [-0.630, 2.829, -5.483], [-1.925, 1.728, -5.050], [-2.290, 3.798, -3.825], [-0.620, 3.880, -3.315], [1.042, 1.731, -4.171], [0.221, 0.469, -5.068], [-1.971, 3.172, -1.412], [-2.682, 1.883, -2.383], [-1.150, -0.168, -3.069], [0.556, -0.097, -2.632], [0.256, 2.115, -1.594]],
  "forces_ev_per_a": [[2.4, -0.8, -1.3], [0.7, -1.1, 0.9], [-2.4, 0.8, 1.6], [0.7, 2.0, -2.6], [0.2, -2.0, 0.5], [-0.7, 2.3, -0.4], [-0.9, -1.5, 1.8], [-1.3, 1.8, -0.1], [-0.1, -0.4, -0.4], [0.4, -1.0, 0.0], [-0.1, -0.8, 0.7], [0.4, 0.1, 0.7], [0.2, 0.8, -0.4], [-0.2, -0.6, -0.7], [-0.1, -0.3, 0.7], [1.0, 0.4, 0.5], [1.3, -0.2, 0.0], [-0.6, 0.4, 0.1], [-0.2, 0.0, -0.3], [-0.2, -0.7, 0.0], [0.4, -0.6, -0.4], [-0.2, 0.3, 0.5], [0.1, 0.4, 0.0], [-0.1, 0.8, -0.3], [0.3, 0.0, -1.1], [0.3, 0.6, -0.1], [-0.3, 0.2, 0.1], [0.1, -0.1, -0.2], [-0.1, -0.1, -0.5], [-0.3, -0.1, 0.1], [0.1, -0.1, 0.2], [0.3, -0.2, 0.1], [0.4, 0.2, 0.1], [-0.6, -0.1, 0.1], [-0.3, 0.3, 0.3], [0.0, -0.3, -0.2], [-0.6, -0.5, 0.0], [-0.2, 0.1, -0.1], [-0.4, 0.1, -0.1], [0.2, 0.0, -0.1]],
  "mulliken_charge": [-0.59, -0.65, -0.42, 0.39, 0.72, 0.69, -0.16, -0.91, -0.91, -0.60, -0.62, -0.69, -0.65, -0.69, -0.66, -0.86, -0.78, 0.07, 0.29, 0.39, 0.37, 0.36, 0.33, 0.37, 0.32, 0.35, 0.33, 0.32, 0.33, 0.32, 0.32, 0.32, 0.36, 0.33, 0.34, 0.36, 0.41, 0.26, 0.29, 0.26]
}